Computed, not measured: a molecular structure, C29H35F6N6O7PS3Tl at a distorted geometry, with ωB97M-V with the def2-TZVPD basis set.

XYZ file:
```
88
Properties=species:S:1:pos:R:3:forces:R:3:lowdin_charge:R:1
Tl -0.18632 -0.57490 -1.13975 0.14 -0.12 -0.03 0.92
F -2.52222 0.51093 2.63260 0.06 -0.08 -0.18 0.14
C -1.60225 -0.06797 3.38998 0.13 -0.07 0.23 -0.66
F -2.17527 -0.38808 4.56044 0.02 -0.04 -0.11 0.12
F -0.63436 0.82604 3.64385 -0.04 -0.04 -0.08 0.12
S -0.80691 -1.58952 2.65247 0.09 0.38 0.52 0.58
O -0.08488 -1.08937 1.50513 -0.53 -0.22 -0.09 -0.42
O -0.01407 -2.06363 3.74362 -0.03 -0.15 0.06 -0.27
N -1.99373 -2.59810 2.40084 0.41 0.20 -0.24 -0.28
S -2.95041 -2.54984 1.15341 -0.88 -0.16 0.26 0.55
O -2.97947 -3.77213 0.40805 0.19 -0.16 0.07 -0.28
O -2.95931 -1.31541 0.42444 0.16 0.33 -0.29 -0.36
C -4.59510 -2.55479 2.03494 0.12 0.06 0.06 -0.66
F -4.70710 -3.57390 2.89026 0.07 0.00 -0.10 0.13
F -4.77510 -1.41916 2.71953 0.08 -0.04 -0.05 0.12
F -5.58773 -2.65399 1.14115 0.11 0.01 -0.05 0.12
C 5.25346 0.98684 4.88194 -0.03 0.00 -0.07 -0.06
C 4.76670 0.71877 3.48169 0.12 0.05 0.00 -0.28
C 3.47486 0.26593 3.23562 -0.05 0.00 0.01 -0.02
C 3.03297 0.03418 1.94072 0.02 -0.03 -0.02 -0.03
C 3.90627 0.24311 0.88649 0.03 -0.06 -0.26 -0.27
C 5.19776 0.69287 1.10640 0.03 -0.03 0.00 -0.06
C 5.62229 0.93671 2.40260 -0.11 -0.04 -0.02 -0.05
S 3.32495 0.04953 -0.79367 0.09 0.16 -0.17 0.54
O 2.36546 1.13113 -0.95757 -0.25 0.08 -0.01 -0.38
O 4.48962 0.14875 -1.65793 0.01 -0.16 0.21 -0.33
N 2.50612 -1.28265 -0.89630 -0.26 0.36 0.07 -0.20
C 3.05474 -2.51481 -0.68026 0.39 -0.24 0.10 -0.27
C 4.40154 -2.77136 -0.43851 -0.34 0.25 -0.09 -0.03
C 4.87370 -4.07063 -0.21774 -0.03 -0.23 0.03 -0.09
C 4.02704 -5.14542 -0.20302 0.20 -0.03 0.04 -0.07
C 2.64867 -4.94309 -0.42494 -0.19 0.23 -0.08 -0.17
C 1.70632 -5.99526 -0.39641 -0.07 0.04 -0.01 -0.03
C 0.38906 -5.73426 -0.63786 0.04 -0.16 -0.01 -0.05
C 0.00132 -4.41200 -0.92630 0.13 0.09 -0.04 -0.14
N 0.84155 -3.40743 -0.94407 -0.25 0.04 -0.05 0.07
C 2.15090 -3.63947 -0.68806 0.30 -0.10 0.10 -0.16
H 4.54376 0.62787 5.62595 -0.01 0.01 0.00 0.07
H 5.39917 2.05821 5.03550 0.00 0.00 0.06 0.08
H 6.21226 0.49624 5.05613 0.00 0.00 0.04 0.07
H 2.79907 0.08851 4.06420 -0.01 -0.02 0.01 0.11
H 2.02440 -0.31084 1.74653 0.04 -0.02 0.06 0.09
H 5.84518 0.84119 0.25217 0.04 0.03 0.03 0.11
H 6.62813 1.30123 2.57969 0.02 -0.03 0.02 0.11
H 5.08776 -1.93606 -0.44002 0.10 -0.10 -0.04 0.09
H 5.93494 -4.22274 -0.05800 0.00 0.02 0.03 0.10
H 4.39559 -6.14853 -0.02430 -0.01 0.00 0.01 0.10
H 2.04504 -7.00144 -0.17548 0.01 0.00 -0.01 0.11
H -0.35510 -6.51916 -0.61276 -0.02 0.01 0.00 0.10
H -1.03553 -4.18813 -1.14602 -0.05 0.01 0.07 0.09
C 0.01398 4.28878 1.31576 -0.05 -0.07 0.13 -0.01
N 0.34884 3.92125 -0.04813 -0.02 -0.18 -0.07 -0.04
C 1.29309 4.56110 -0.76541 0.05 0.05 -0.06 -0.06
C 1.65455 4.12985 -1.99130 0.19 -0.08 -0.07 -0.01
C 0.98512 2.97048 -2.48434 -0.36 0.24 0.17 -0.41
N 0.00983 2.38806 -1.82886 0.11 -0.12 -0.14 0.13
C -0.24485 2.73544 -0.54236 0.11 0.25 0.26 -0.54
O -0.94819 2.09378 0.22353 -0.04 0.01 -0.11 -0.03
N 1.29386 2.48463 -3.71849 0.08 -0.08 0.02 0.16
H 0.51888 5.21530 1.58188 0.02 0.01 -0.08 0.09
H 0.31096 3.49427 2.00014 0.01 0.01 -0.01 0.10
H -1.06475 4.41140 1.40297 0.02 0.03 0.03 0.09
H 1.74393 5.42940 -0.30276 0.00 -0.02 0.03 0.13
H 2.44437 4.60616 -2.55108 -0.03 0.06 0.02 0.11
H 2.24572 2.63690 -4.01121 -0.01 -0.01 -0.04 0.10
H 0.97345 1.53732 -3.85655 0.02 0.00 -0.03 0.10
C -5.53585 2.58272 -0.45030 0.10 -0.11 0.07 -0.16
C -4.22408 1.85042 -0.18155 0.25 -0.07 -0.08 -0.42
P -3.28142 1.17643 -1.63851 -0.96 0.35 -0.21 0.95
C -3.40974 2.66282 -2.77197 0.35 -0.27 0.06 -0.43
C -2.66641 2.40905 -4.08414 -0.15 0.05 0.08 -0.17
C -4.66116 0.13571 -2.36816 0.46 -0.13 -0.08 -0.42
C -4.07713 -1.01178 -3.19750 -0.12 0.09 0.08 -0.17
H -6.02635 2.82386 0.49591 -0.05 0.02 -0.03 0.06
H -6.21914 1.96418 -1.03420 -0.06 0.05 -0.01 0.06
H -5.37236 3.51766 -0.98690 -0.03 0.00 -0.02 0.05
H -4.39829 0.97796 0.45187 0.04 0.01 0.09 0.06
H -3.52994 2.49539 0.36009 0.04 -0.04 0.07 0.06
H -2.94314 3.49965 -2.24087 -0.03 0.01 -0.01 0.07
H -4.45071 2.92480 -2.97432 -0.01 0.02 0.09 0.06
H -1.65773 2.05770 -3.87229 0.06 0.00 -0.07 0.03
H -2.60137 3.31657 -4.68915 0.02 -0.03 -0.03 0.06
H -3.18270 1.64837 -4.67364 0.04 -0.01 -0.04 0.05
H -5.33682 0.74219 -2.97751 -0.07 0.01 0.10 0.07
H -5.21834 -0.28313 -1.52699 -0.08 0.04 -0.02 0.07
H -3.48975 -0.62793 -4.03408 0.03 -0.06 -0.01 0.05
H -4.86176 -1.65741 -3.59928 0.03 -0.02 -0.01 0.06
H -3.42036 -1.61333 -2.56773 0.02 -0.07 -0.06 0.05
```
Positions in Å, forces in eV/Å.

Values from the calculation:
HOMO-LUMO gap: 0.2643 hartree
Net charge: -1

***

Computed, not measured: a molecular structure, CH2Cl4N2 at a distorted geometry, with ωB97M-V with the def2-TZVPD basis set.

XYZ file:
```
9
Properties=species:S:1:pos:R:3:forces:R:3:lowdin_charge:R:1
C 0.95638 -0.28868 0.48964 -1.53 -0.25 -1.42 -0.68
N 0.83594 0.57061 -0.51413 1.32 -0.47 0.33 -0.55
N -1.43566 -0.84623 0.28162 1.00 0.06 0.60 -0.98
Cl 1.54699 -1.88163 0.23755 -0.21 0.99 0.00 0.70
Cl 0.14959 2.07162 -0.14914 0.47 0.13 -0.44 0.67
Cl -2.28459 0.45151 1.07669 -0.41 -0.06 0.72 0.31
Cl -1.58072 -0.49618 -1.38657 0.04 -0.35 -0.60 0.42
H 1.10342 0.22287 1.40355 -0.28 -0.30 1.32 0.07
H 0.70865 0.19610 -1.43920 -0.41 0.25 -0.51 0.03
```
Positions in Å, forces in eV/Å.

Values from the calculation:
HOMO-LUMO gap (alpha / beta): 0.2615 / 0.2552 hartree
Net charge: 0
Energy above the lowest of the compared OMol25 structures with the same formula, charge and spin: 50.3 kcal/mol

***

Computed, not measured: a gas-phase ion, C6H11N2O (charge +1) at a distorted geometry, with ωB97M-V with the def2-TZVPD basis set.

XYZ file:
```
20
Properties=species:S:1:pos:R:3:forces:R:3:lowdin_charge:R:1
C 0.10236 1.79357 -0.16068 1.41 -2.99 0.47 -0.08
C -0.99335 1.27189 0.37649 0.23 -0.65 -0.14 -0.01
C 2.21447 0.44249 -0.16794 -0.77 -2.32 -1.89 -0.18
C 1.92844 -0.92511 0.60640 1.96 -0.26 -0.57 -0.09
C -0.09922 -0.85114 -0.60580 3.02 0.91 -2.43 -0.05
C -2.51966 -0.53089 -0.28577 -2.67 -1.09 -0.50 -0.02
N 1.06152 0.98272 -0.79435 -3.51 -2.06 -0.32 0.06
N -1.19862 -0.22383 0.20705 2.46 -1.16 1.83 -0.09
O 0.90668 -1.59350 -0.11772 -1.33 0.52 0.08 -0.06
H 0.39965 2.78763 -0.06049 0.00 1.74 0.25 0.12
H -1.69329 1.70809 1.04914 -0.55 0.42 -0.05 0.12
H 2.71816 1.02900 0.48077 1.07 2.39 2.62 0.09
H 2.94730 0.34203 -0.96344 0.02 -0.83 -0.16 0.12
H 2.91118 -1.62587 0.52319 -2.56 1.67 0.71 0.19
H 1.53470 -0.72907 1.62096 0.75 -0.14 -0.24 0.12
H -0.39214 -1.39745 -1.56726 -0.36 1.47 1.37 0.19
H -3.01121 -1.51139 -0.01769 1.25 0.87 0.40 0.14
H -3.13504 0.26464 0.08257 -0.68 0.21 0.09 0.09
H -2.60223 -0.53727 -1.36060 0.56 0.45 -0.44 0.11
H -1.07971 -0.69653 1.15515 -0.29 0.86 -1.06 0.22
```
Positions in Å, forces in eV/Å.

Values from the calculation:
HOMO-LUMO gap (alpha / beta): 0.3355 / 0.3355 hartree
Net charge: +1
Energy above the lowest of the compared OMol25 structures with the same formula, charge and spin: 126.5 kcal/mol

***

Computed, not measured: 8 unconnected molecules or ions with the total composition C25H31F7INO24P2 at a distorted geometry, with ωB97M-V with the def2-TZVPD basis set.

XYZ file:
```
91
Properties=species:S:1:pos:R:3:forces:R:3:lowdin_charge:R:1
C 2.10783 0.24097 2.92913 0.11 -0.05 0.18 -0.14
C 2.54582 1.14484 4.05799 -0.24 0.49 -0.98 -0.40
P 2.87339 2.92044 3.70567 0.67 0.32 1.15 0.97
C 3.25908 2.91062 1.93299 -0.51 0.17 0.42 -0.25
O 1.35497 3.70617 3.80699 0.35 -0.03 -0.30 -0.24
C 0.37255 3.34734 2.97944 -0.07 0.07 0.64 -0.75
O 0.12010 3.89161 1.93667 0.05 -0.02 -0.88 0.06
N -0.36468 2.28975 3.46191 -0.63 -0.24 -0.14 -0.16
P -1.74531 1.96630 2.46586 -1.22 0.59 0.12 0.48
O -1.14043 1.19523 1.19197 0.55 -0.40 0.28 -0.38
I -2.60030 0.04160 3.75152 0.21 -0.07 0.01 0.42
H 1.98088 -0.74706 3.31953 -0.21 -0.67 0.20 0.04
H 2.86753 0.16891 2.17660 0.46 -0.02 -0.49 0.06
H 1.19760 0.54026 2.45564 -0.61 0.22 -0.24 0.04
H 1.88660 1.07883 4.90048 -0.40 0.03 0.57 0.07
H 3.50492 0.79933 4.39369 0.64 -0.17 0.42 0.07
H 2.38950 2.97780 1.30628 -0.40 0.04 -0.42 0.03
H 3.78551 2.01540 1.70194 0.46 -0.82 -0.18 0.03
H 3.92158 3.72555 1.74998 0.32 0.72 -0.30 0.03
H -0.58928 2.36838 4.44284 0.40 -0.37 0.32 0.09
H -0.87126 1.85675 0.54470 -0.01 0.03 -0.50 0.02
O -1.03145 0.67158 -2.93656 0.25 -0.04 0.34 0.18
C -1.27595 1.80676 -2.71064 -0.22 0.22 -0.09 -0.53
O -1.44782 2.37317 -1.48031 0.11 0.08 -0.32 0.03
C -1.63014 3.79363 -1.66336 -0.01 -0.02 0.24 -0.03
C -2.10786 3.86704 -3.09556 0.25 -0.02 -0.05 -0.30
F -1.69231 4.98999 -3.71742 0.06 -0.07 -0.02 0.09
O -1.47193 2.73830 -3.68068 -0.27 0.08 0.07 0.12
H -0.67533 4.30155 -1.52969 0.02 0.04 -0.13 0.15
H -2.34849 4.18381 -0.94916 -0.05 -0.21 0.10 0.14
H -3.18639 3.76926 -3.22138 -0.03 0.08 -0.06 0.18
O 1.50678 3.43387 -8.71876 0.15 0.30 -0.23 0.18
C 1.04765 2.58959 -8.03108 -0.27 -0.26 0.21 -0.55
O 0.93921 2.66418 -6.68627 -0.06 -0.14 0.07 0.08
C 0.20044 1.51921 -6.22816 0.09 0.01 0.18 -0.05
C 0.42248 0.53857 -7.35818 -0.21 0.16 -0.08 -0.30
F -0.63994 -0.27846 -7.55064 0.02 0.08 -0.05 0.08
O 0.56283 1.39949 -8.47901 0.26 -0.10 0.07 0.14
H -0.85096 1.78267 -6.12526 -0.06 -0.08 -0.11 0.14
H 0.57804 1.16816 -5.27380 0.14 0.14 -0.02 0.11
H 1.32159 -0.07107 -7.26099 -0.04 -0.10 0.00 0.17
O 5.32216 0.34298 -2.12211 0.32 0.23 0.05 0.20
C 4.27529 -0.15865 -2.31538 -0.36 -0.10 0.10 -0.55
O 3.57161 -0.87261 -1.40224 -0.16 -0.05 0.02 0.07
C 2.28690 -1.18843 -1.95569 0.07 -0.03 0.10 -0.04
C 2.57121 -1.09290 -3.43801 0.04 0.11 0.06 -0.31
F 1.49805 -0.66192 -4.14186 -0.04 0.09 -0.11 0.07
O 3.59068 -0.11441 -3.49616 0.02 -0.25 -0.10 0.13
H 1.55281 -0.44438 -1.64424 -0.03 0.05 -0.11 0.14
H 1.96030 -2.17359 -1.63790 0.18 -0.05 0.07 0.14
H 2.93548 -2.01664 -3.88859 -0.07 -0.03 -0.08 0.17
O 2.67930 -2.44990 5.07907 0.29 0.35 0.17 0.18
C 1.96827 -3.20364 4.51686 -0.14 -0.22 -0.20 -0.57
O 0.62291 -3.08456 4.43513 -0.10 -0.19 -0.14 0.06
C 0.13394 -4.11036 3.55782 -0.11 0.02 0.10 -0.04
C 1.24824 -5.13592 3.62710 0.07 0.19 -0.19 -0.31
F 1.40646 -5.80253 2.45878 0.04 0.08 0.02 0.08
O 2.38745 -4.32410 3.86379 -0.18 -0.18 0.21 0.13
H 0.02980 -3.70923 2.54943 0.08 -0.06 -0.06 0.15
H -0.82539 -4.48695 3.89910 0.02 0.08 0.15 0.12
H 1.15047 -5.86072 4.43598 0.00 -0.10 -0.06 0.17
O -8.24253 -3.67266 3.66422 -0.19 -0.28 -0.23 0.20
C -7.55219 -3.06624 4.39812 0.18 0.14 0.33 -0.54
O -7.97971 -2.18739 5.33424 0.17 0.06 0.07 0.08
C -6.85412 -1.76883 6.11837 -0.11 0.06 0.00 -0.04
C -5.70616 -2.04058 5.17189 0.03 -0.19 0.12 -0.33
F -4.57408 -2.40709 5.83067 -0.05 -0.02 -0.08 0.04
O -6.17988 -3.14569 4.42311 -0.11 0.31 -0.09 0.10
H -6.78183 -2.38382 7.01596 0.09 -0.07 -0.03 0.15
H -6.94428 -0.72465 6.40060 -0.16 0.03 -0.13 0.14
H -5.47226 -1.21973 4.49367 0.15 0.02 0.03 0.12
O -4.07146 -8.79215 6.90261 0.05 -0.31 0.21 0.20
C -4.02778 -7.84369 6.20707 0.08 0.36 -0.12 -0.55
O -4.61041 -6.64918 6.47714 0.05 0.10 -0.18 0.08
C -4.20813 -5.71144 5.46968 -0.14 0.05 0.08 -0.05
C -3.83337 -6.62562 4.32477 0.18 -0.10 0.25 -0.30
F -2.81646 -6.12019 3.57543 0.05 -0.04 0.05 0.06
O -3.38406 -7.78540 5.00076 -0.24 -0.01 -0.17 0.13
H -3.34619 -5.14470 5.82446 0.09 -0.03 -0.08 0.14
H -5.01282 -5.02732 5.22847 -0.14 -0.11 0.10 0.11
H -4.65924 -6.89028 3.66409 0.06 0.06 -0.13 0.18
O 6.65847 7.38931 -7.13684 0.26 0.29 0.09 0.19
C 5.95363 6.54003 -7.55092 -0.26 -0.25 -0.24 -0.56
O 4.60324 6.53551 -7.46168 -0.06 -0.16 -0.08 0.07
C 4.10097 5.41420 -8.20708 -0.12 0.02 0.14 -0.05
C 5.30161 4.49381 -8.22156 0.06 0.18 -0.23 -0.31
F 5.37788 3.75552 -9.35631 0.04 0.08 0.03 0.07
O 6.38431 5.40749 -8.18349 -0.03 -0.12 0.27 0.13
H 3.83322 5.73356 -9.21375 0.08 -0.07 -0.08 0.15
H 3.23072 4.98164 -7.72625 -0.01 0.12 0.13 0.12
H 5.36988 3.82373 -7.36328 0.00 -0.10 -0.05 0.17
```
Positions in Å, forces in eV/Å.

Values from the calculation:
HOMO-LUMO gap: 0.3234 hartree
Net charge: 0

***

Computed, not measured: 2 unconnected molecules or ions with the total composition C5H10ClN at a distorted geometry, with ωB97M-V with the def2-TZVPD basis set.

XYZ file:
```
17
Properties=species:S:1:pos:R:3:forces:R:3:lowdin_charge:R:1
C 0.01546 -2.44599 -0.85518 -0.05 4.08 2.14 0.08
C -0.40175 -1.32100 -0.12293 -0.21 -3.85 -0.99 -0.35
C -1.87868 -1.18037 0.17374 -0.41 0.39 -1.48 -0.12
C 0.49555 -0.31146 0.44448 3.74 0.59 -1.18 -0.69
C 1.83590 -0.17948 0.14454 -2.08 -0.96 0.79 0.02
Cl -0.20162 0.87058 1.43887 -0.88 0.29 1.13 0.77
H 1.05341 -2.56018 -1.05851 0.64 -0.23 -0.18 0.04
H -0.64326 -3.10626 -1.33744 -0.96 -0.68 -0.20 0.04
H -2.20159 -1.28756 1.18429 0.48 0.28 1.18 0.05
H -2.14394 -0.12207 -0.14135 -0.43 -1.50 0.08 0.09
H -2.45625 -2.03507 -0.27613 0.52 1.27 -0.38 0.09
H 2.24034 -1.03773 -0.30798 0.36 -0.93 -1.11 0.03
H 2.65112 0.48913 0.39671 -0.93 0.61 0.55 0.07
N 0.44504 3.37627 -0.08349 1.49 0.11 -0.61 0.00
H 1.11959 4.11519 -0.01591 0.89 -0.06 0.31 0.00
H -0.33963 3.90916 -0.34744 -1.76 -0.08 0.16 -0.01
H 0.41031 2.82685 0.76374 -0.41 0.67 -0.22 -0.10
```
Positions in Å, forces in eV/Å.

Values from the calculation:
HOMO-LUMO gap: 0.3230 hartree
Net charge: 0
Energy above the lowest of the compared OMol25 structures with the same formula, charge and spin: 49.7 kcal/mol

***

Computed, not measured: 2 unconnected molecules or ions with the total composition C5H4F3N2 at a distorted geometry, with ωB97M-V with the def2-TZVPD basis set.

XYZ file:
```
14
Properties=species:S:1:pos:R:3:forces:R:3:lowdin_charge:R:1
C -4.04135 1.30303 -0.03542 2.75 -5.02 -0.22 0.34
C -0.27206 0.51618 0.58948 -2.10 0.50 -0.43 0.06
C -2.55872 -0.59520 0.46775 1.73 -0.29 2.62 -0.09
C 0.89072 -0.25448 0.29310 4.05 0.18 -0.39 -0.31
C 3.27244 -0.50131 -0.32738 1.01 0.45 0.95 -0.08
N 2.14492 0.15913 0.23474 -4.87 0.14 -0.30 0.11
N -3.36759 0.30951 -0.09226 -3.24 5.87 -0.60 0.10
F -0.13532 1.75929 0.81045 0.51 0.23 0.36 0.17
F -2.34207 -1.58671 -0.26229 0.41 -1.27 -1.16 0.16
F 0.37906 -1.45270 -0.06491 1.12 -0.46 -0.17 0.06
H -4.75481 2.01069 -0.32697 -0.62 1.12 -0.24 0.11
H 3.10371 -1.60381 -0.32826 0.83 0.83 -0.47 0.10
H 4.10911 -0.08403 0.33457 -0.74 -1.34 -0.71 0.12
H 3.57197 0.02041 -1.29259 -0.84 -0.93 0.75 0.13
```
Positions in Å, forces in eV/Å.

Values from the calculation:
HOMO-LUMO gap: 0.2597 hartree
Net charge: +1
Energy above the lowest of the compared OMol25 structures with the same formula, charge and spin: 122.8 kcal/mol